# 1
{"formula": "C2H3N3O3", "method": "the ωB97M-V functional and the def2-TZVPD basis", "smiles": "O=c1c(O)n[nH]n1O", "orbital_gap_ev": 9.59, "e_above_lowest_kj_mol": 198.6, "e_homo_ha": -0.3389, "elements": ["O", "O", "O", "N", "N", "N", "C", "C", "H", "H", "H"], "coordinates": [[-1.66, -1.31, 0.17], [-1.59, 1.82, -0.48], [0.83, -2.01, 0.80], [1.37, 0.15, -0.05], [0.63, 1.28, -0.41], [0.53, -0.92, 0.03], [-0.76, -0.55, -0.13], [-0.59, 0.89, -0.43], [-1.16, 2.66, -0.43], [0.25, -1.98, 1.58], [2.15, -0.03, -0.65]]}

***

# 2
{"formula": "C3H7N4", "method": "the ωB97M-V functional and the def2-TZVPD basis", "orbital_gap_ev": 11.04, "e_above_lowest_kj_mol": 331.1, "e_homo_ha": -0.5542, "charge": 1, "elements": ["N", "N", "N", "N", "C", "C", "C", "H", "H", "H", "H", "H", "H", "H"], "coordinates": [[0.91, 0.01, 0.08], [-1.32, -0.36, -0.47], [0.57, 0.42, -2.36], [1.37, 1.25, -2.00], [-0.83, 0.05, 1.82], [-0.37, -0.08, 0.40], [1.46, 0.00, -1.33], [1.73, 0.15, 0.71], [-2.16, -0.41, -0.08], [-0.10, 0.59, 2.47], [-1.19, -0.45, -1.49], [-1.76, 0.62, 1.79], [2.56, -0.77, -1.74], [-0.88, -1.02, 2.20]]}

***

# 3
{"formula": "C3H10NO3", "method": "the ωB97M-V functional and the def2-TZVPD basis", "orbital_gap_ev": [10.35, 5.36], "e_above_lowest_kj_mol": 58.2, "e_homo_ha": [-0.7277, -0.7277], "spin_multiplicity": 2, "charge": 2, "elements": ["O", "O", "O", "N", "C", "C", "C", "H", "H", "H", "H", "H", "H", "H", "H", "H", "H"], "coordinates": [[-1.63, 0.52, 2.33], [2.79, -0.43, 0.41], [-0.69, -1.07, 1.16], [0.68, -0.26, -1.16], [-0.75, 0.19, -1.29], [-1.19, 0.07, 1.18], [-1.40, 0.84, -0.04], [-1.38, -0.72, -1.48], [-1.60, -0.24, 2.96], [-1.01, 1.88, 0.17], [-2.44, 1.13, -0.20], [3.22, -1.27, 0.16], [-0.75, 0.86, -2.17], [1.20, 0.38, -0.50], [0.82, -1.24, -0.86], [2.91, -0.47, 1.37], [1.23, -0.18, -2.03]]}

***

# 4
{"formula": "C42H68MnN2O5P3Te", "method": "the ωB97M-V functional and the def2-TZVPD basis", "orbital_gap_ev": [6.73, 6.53], "e_above_lowest_kj_mol": 16.4, "e_homo_ha": [-0.2665, -0.2655], "spin_multiplicity": 5, "elements": ["Te", "Mn", "P", "P", "P", "O", "O", "O", "O", "O", "N", "N", "C", "C", "C", "C", "C", "C", "C", "C", "C", "C", "C", "C", "C", "C", "C", "C", "C", "C", "C", "C", "C", "C", "C", "C", "C", "C", "C", "C", "C", "C", "C", "C", "C", "C", "C", "C", "C", "C", "C", "C", "C", "C", "H", "H", "H", "H", "H", "H", "H", "H", "H", "H", "H", "H", "H", "H", "H", "H", "H", "H", "H", "H", "H", "H", "H", "H", "H", "H", "H", "H", "H", "H", "H", "H", "H", "H", "H", "H", "H", "H", "H", "H", "H", "H", "H", "H", "H", "H", "H", "H", "H", "H", "H", "H", "H", "H", "H", "H", "H", "H", "H", "H", "H", "H", "H", "H", "H", "H", "H", "H"], "coordinates": [[-2.69, 0.45, -3.81], [-2.04, -0.04, -0.16], [1.88, 1.33, 0.24], [-1.53, -1.92, 1.78], [-0.83, -0.62, -2.93], [-0.65, -2.16, -3.34], [-1.44, 1.65, 0.27], [-0.70, -0.51, -1.40], [-3.17, -1.47, -0.80], [0.58, -0.08, -3.44], [-3.82, 0.49, 0.57], [-4.87, -0.36, 0.25], [-4.43, -1.34, -0.47], [-2.70, 4.53, 2.94], [1.02, 4.23, -2.60], [3.34, 0.22, -0.03], [3.72, 2.75, 2.01], [2.31, 0.31, -5.03], [-4.04, -2.31, 2.97], [-5.39, -2.37, -0.92], [5.08, -1.89, -0.43], [-6.75, -2.24, -0.62], [-1.51, 4.67, 2.22], [-3.50, 3.45, 2.68], [0.69, -2.00, 3.60], [-3.03, -2.96, 2.02], [2.86, 3.56, 4.23], [-0.40, -2.98, 0.78], [2.34, 4.63, -3.28], [-7.64, -3.22, -1.02], [3.61, 3.88, -2.80], [1.77, 1.56, 3.09], [-4.95, -3.48, -1.62], [3.11, -0.56, -1.33], [-7.19, -4.33, -1.72], [2.14, 2.77, -0.95], [0.85, -0.01, -4.85], [-0.42, -4.48, 1.06], [4.09, -2.11, 0.70], [4.06, 2.97, 3.49], [-0.83, -2.04, 3.49], [3.46, -0.78, 1.14], [-1.12, 3.72, 1.30], [-3.13, 2.46, 1.76], [-5.84, -4.46, -2.02], [4.35, -1.40, -1.69], [3.53, 2.93, -1.57], [2.28, 2.25, 1.82], [-1.58, -4.28, -2.72], [-1.70, -3.09, -3.64], [1.06, 2.83, -2.03], [-4.07, 1.44, 1.41], [-1.89, 2.56, 1.09], [1.69, 2.56, 4.25], [0.21, 0.76, -5.29], [5.81, -1.14, -0.11], [4.05, -0.33, 1.94], [0.80, 4.92, -1.77], [-1.37, -4.93, 0.78], [4.56, -2.60, 1.56], [1.10, -1.09, 3.16], [-0.59, -4.73, -2.81], [3.88, 1.95, -1.90], [4.04, -2.25, -2.29], [4.39, 4.62, -2.61], [4.23, 3.25, -0.81], [0.36, -4.98, 0.49], [-0.21, 3.83, 0.71], [2.94, -0.48, -4.61], [0.74, 3.10, 4.18], [-2.71, -3.93, 2.42], [2.54, 0.40, -6.10], [-0.25, -4.70, 2.11], [2.44, 0.73, 3.35], [2.56, 4.48, 3.72], [3.99, 3.29, -3.64], [-5.49, -5.32, -2.58], [-1.27, -1.23, 4.07], [-3.90, -3.56, -1.85], [4.94, 3.61, 3.58], [0.59, -0.97, -5.31], [-1.20, -2.98, 3.93], [-4.90, -2.97, 3.12], [1.96, 3.65, -0.31], [-1.57, -3.39, -4.68], [0.78, 1.12, 2.90], [-8.69, -3.11, -0.79], [0.19, 4.34, -3.31], [-2.99, 5.28, 3.66], [4.33, 2.02, 3.96], [3.85, 3.69, 1.48], [-4.46, 3.35, 3.19], [0.60, -2.57, 0.93], [4.44, 2.05, 1.57], [1.63, 3.13, 1.71], [-0.89, 5.54, 2.37], [3.13, 3.85, 5.24], [1.00, -2.03, 4.64], [-7.89, -5.09, -2.04], [-4.41, -1.37, 2.58], [-0.63, -2.77, -0.27], [2.49, 5.70, -3.17], [4.27, 0.78, -0.11], [1.67, 2.02, 5.20], [3.30, -2.79, 0.35], [2.24, -1.20, -1.19], [-3.48, -3.15, 1.05], [-1.74, -3.99, -1.68], [5.03, -0.81, -2.31], [-2.32, -5.04, -2.99], [2.24, 4.45, -4.35], [-5.08, 1.48, 1.80], [-3.60, -2.13, 3.96], [1.15, -2.84, 3.09], [0.08, 2.55, -1.61], [2.57, 1.25, -4.54], [-2.67, -2.58, -3.56], [-7.09, -1.37, -0.08], [2.85, 0.10, -2.15], [2.47, -0.97, 1.56], [5.65, -2.79, -0.65], [1.27, 2.09, -2.81]]}

***

# 5
{"formula": "H2NO", "method": "the ωB97M-V functional and the def2-TZVPD basis", "orbital_gap_ev": [6.99, 7.39], "e_above_lowest_kj_mol": 167.6, "e_homo_ha": [-0.0484, -0.0617], "charge": -1, "elements": ["O", "N", "H", "H"], "coordinates": [[-0.90, -1.65, -0.85], [-0.72, -0.43, -0.88], [1.06, 0.16, 0.15], [-0.96, -0.07, 0.12]]}

***

# 6
{"formula": "C35H49As2FIrNOSSiTe", "method": "the ωB97M-V functional and the def2-TZVPD basis", "orbital_gap_ev": [7.56, 5.85], "e_above_lowest_kj_mol": 0.0, "e_homo_ha": [-0.5901, -0.5901], "spin_multiplicity": 2, "charge": 3, "elements": ["Ir", "Te", "As", "As", "S", "Si", "F", "O", "N", "C", "C", "C", "C", "C", "C", "C", "C", "C", "C", "C", "C", "C", "C", "C", "C", "C", "C", "C", "C", "C", "C", "C", "C", "C", "C", "C", "C", "C", "C", "C", "C", "C", "C", "C", "H", "H", "H", "H", "H", "H", "H", "H", "H", "H", "H", "H", "H", "H", "H", "H", "H", "H", "H", "H", "H", "H", "H", "H", "H", "H", "H", "H", "H", "H", "H", "H", "H", "H", "H", "H", "H", "H", "H", "H", "H", "H", "H", "H", "H", "H", "H", "H", "H"], "coordinates": [[-0.08, 0.02, 0.03], [1.32, 2.42, 0.53], [-2.11, 1.28, -0.40], [-1.63, -1.81, 0.38], [-0.40, -0.23, -3.32], [2.62, -2.22, -0.09], [-0.36, 0.40, 2.07], [0.08, -0.67, -1.90], [1.55, -1.13, 0.94], [2.16, 3.60, -1.02], [3.75, 2.23, -5.66], [2.56, 2.41, -6.34], [1.49, -3.51, -0.78], [-5.16, -0.84, 2.45], [-1.18, -3.04, 1.80], [2.53, 1.63, -3.68], [-3.17, -0.88, 1.10], [1.35, 2.19, -5.69], [1.58, -0.99, 2.27], [4.03, -3.04, 0.80], [1.33, 1.80, -4.36], [1.83, -3.30, -4.26], [3.20, 1.84, 1.35], [-2.11, 3.20, -0.18], [0.64, -2.58, -4.28], [0.02, 1.52, -3.69], [0.60, -0.18, 2.92], [-5.26, 0.53, 2.28], [2.46, -1.33, 4.53], [-4.32, 1.20, 1.49], [-4.12, -1.55, 1.87], [-0.59, -4.65, -4.14], [0.70, -1.09, -4.45], [0.61, -5.36, -4.12], [3.74, 1.83, -4.32], [0.50, 0.07, 4.25], [-0.57, -3.27, -4.23], [2.53, -1.57, 3.17], [1.82, -4.68, -4.19], [1.46, -0.52, 5.07], [-3.14, 1.05, -2.02], [3.30, -1.12, -1.42], [-3.28, 0.49, 0.91], [-2.22, -2.90, -1.09], [3.03, 1.33, 2.30], [-1.94, -3.82, 1.81], [-0.11, 2.02, -2.72], [-1.90, 3.47, 0.85], [-4.42, 2.27, 1.35], [-0.29, 0.70, 4.64], [2.10, -4.19, -1.38], [-5.90, -1.36, 3.04], [-1.51, -2.73, -4.30], [4.76, -2.36, 1.23], [3.20, -1.77, 5.18], [1.71, -0.69, -4.33], [-1.19, -2.52, 2.75], [3.75, 2.76, 1.52], [1.43, -0.35, 6.14], [-2.59, -2.27, -1.90], [4.15, -1.62, -1.89], [-1.40, -3.51, -1.45], [0.32, -0.76, -5.42], [-1.37, 3.63, -0.84], [4.69, 2.40, -6.16], [-1.53, -5.18, -4.12], [3.67, -0.17, -1.03], [2.56, -0.93, -2.18], [4.56, -3.59, 0.01], [2.75, -5.23, -4.20], [-3.09, 3.58, -0.46], [2.50, 1.31, -2.65], [-0.81, 1.83, -4.32], [-3.04, -3.53, -0.73], [-4.17, 1.32, -1.77], [1.43, 3.77, -1.80], [2.78, -2.77, -4.33], [4.67, 1.69, -3.79], [0.42, 2.34, -6.23], [2.44, 4.55, -0.57], [3.73, 1.20, 0.65], [-0.21, -3.49, 1.62], [-4.06, -2.62, 2.03], [3.04, 3.10, -1.42], [-6.06, 1.08, 2.74], [0.74, -3.10, -1.46], [3.74, -3.78, 1.54], [1.01, -4.13, -0.02], [-3.12, 0.02, -2.36], [-2.78, 1.71, -2.81], [2.57, 2.73, -7.37], [3.31, -2.19, 2.78], [0.60, -6.44, -4.08]]}

***

# 7
{"formula": "C28H35GdN3O", "method": "the ωB97M-V functional and the def2-TZVPD basis", "orbital_gap_ev": [2.59, 4.27], "e_above_lowest_kj_mol": 322.9, "e_homo_ha": [-0.0012, -0.0708], "spin_multiplicity": 8, "charge": -1, "elements": ["Gd", "O", "N", "N", "N", "C", "C", "C", "C", "C", "C", "C", "C", "C", "C", "C", "C", "C", "C", "C", "C", "C", "C", "C", "C", "C", "C", "C", "C", "C", "C", "C", "C", "H", "H", "H", "H", "H", "H", "H", "H", "H", "H", "H", "H", "H", "H", "H", "H", "H", "H", "H", "H", "H", "H", "H", "H", "H", "H", "H", "H", "H", "H", "H", "H", "H", "H", "H"], "coordinates": [[-0.59, -0.78, 0.93], [0.10, -3.14, 1.26], [0.10, -0.08, 2.95], [2.19, 0.78, -0.54], [2.08, 1.51, 1.50], [1.39, 0.68, 0.59], [1.48, 1.03, -4.17], [-3.32, -2.37, -0.70], [-2.90, -1.06, -0.14], [1.66, -0.28, -4.61], [1.55, 2.81, -2.43], [-0.38, -1.13, 3.68], [2.03, -0.97, -2.29], [-2.60, 0.71, 1.32], [3.21, 2.09, 0.91], [-2.20, -0.03, -0.84], [1.39, 0.60, 4.91], [-2.02, 1.08, 0.06], [1.59, -0.62, -6.08], [0.14, -1.44, 4.93], [1.64, 1.38, -2.83], [-3.14, -0.60, 1.19], [1.03, -0.56, 5.56], [2.44, -2.05, -1.33], [-3.99, -1.28, 2.21], [1.77, 1.74, 2.81], [3.33, 1.56, -0.30], [-1.71, -0.13, -2.25], [-2.70, 1.58, 2.52], [1.87, -1.27, -3.65], [1.02, 0.79, 3.54], [1.89, 0.37, -1.88], [-1.41, 2.40, -0.25], [0.69, -1.20, -6.32], [0.60, -3.40, 2.05], [-3.66, -1.04, 3.22], [-3.37, -3.14, 0.08], [1.66, -2.30, -0.58], [-1.37, 2.57, -1.33], [-3.95, -2.37, 2.09], [-2.11, 1.20, 3.37], [-4.32, -2.31, -1.17], [1.57, 0.30, -6.68], [-0.87, -0.84, -2.35], [1.25, 1.82, -4.89], [2.44, 2.43, 3.34], [1.42, 3.41, -3.34], [-2.62, -2.72, -1.47], [0.69, 3.02, -1.77], [1.44, -0.79, 6.54], [-3.75, 1.63, 2.86], [3.82, 2.78, 1.45], [2.65, -2.97, -1.88], [1.98, -2.31, -3.98], [4.08, 1.71, -1.05], [2.06, 1.35, 5.34], [-0.38, 2.46, 0.15], [-2.51, -0.47, -2.93], [-1.24, -1.70, 3.27], [-1.34, 0.84, -2.61], [-2.36, 2.60, 2.30], [2.45, -1.21, -6.39], [-2.00, 3.20, 0.22], [-5.04, -0.98, 2.12], [3.35, -1.78, -0.78], [2.46, 3.18, -1.94], [-0.15, -2.37, 5.41], [-0.49, -3.90, 1.08]]}

***

# 8
{"formula": "C4H9OS", "method": "the ωB97M-V functional and the def2-TZVPD basis", "smiles": "[O-]CCCCS", "orbital_gap_ev": 5.49, "e_above_lowest_kj_mol": 186.8, "e_homo_ha": -0.0857, "charge": -1, "elements": ["S", "O", "C", "C", "C", "C", "H", "H", "H", "H", "H", "H", "H", "H", "H"], "coordinates": [[-0.42, -0.38, -2.75], [2.18, -1.03, 2.05], [1.15, -0.23, 1.79], [0.71, -0.14, 0.28], [-0.65, 0.50, -0.03], [-1.35, -0.13, -1.20], [-2.28, 0.43, -1.39], [-1.18, 0.33, 0.93], [0.49, 0.53, -2.43], [0.86, -1.10, -0.24], [1.27, 0.84, 2.04], [-1.89, -1.07, -1.04], [0.15, -0.47, 2.23], [1.60, 0.32, -0.21], [-0.64, 1.60, -0.01]]}